*i*
2 unconnected molecules or ions with the total composition H4NPS, computed with ωB97M-V/def2-TZVPD.

Geometry as XYZ:
```
7
H4NPS ωB97M-V/def2-TZVPD
S 0.847 0.900 1.670
P -0.529 -0.500 1.195
N 0.069 -0.667 -1.318
H -1.386 0.381 0.359
H 0.140 2.093 1.381
H 1.090 -0.766 -1.398
H -0.231 -1.441 -1.889
```

The HOMO energy (spin up / spin down) comes out at -0.340 / -0.287 Eh. The charge is 0. For the lowest unoccupied orbital energy (spin up / spin down), the calculation gives -0.7 / -0.7 eV.



*ii*
A molecular structure, H4NPS, computed with ωB97M-V/def2-TZVPD.

Geometry as XYZ:
```
7
H4NPS ωB97M-V/def2-TZVPD
S 0.547 1.535 -0.836
P -0.416 -0.295 -0.480
N -0.508 -0.281 1.176
H 0.293 -0.261 1.717
H 0.368 1.247 -2.173
H -1.314 -0.711 1.579
H 1.031 -1.234 -0.983
```

The HOMO energy comes out at -0.310 Eh. The charge is 0. For the lowest unoccupied orbital energy, the calculation gives 0.8 eV.



Short version: *i* is the least stable of them.



*i*
C3H8FNO in the gas phase, computed with ωB97M-V/def2-TZVPD.

Geometry as XYZ:
```
14
C3H8FNO ωB97M-V/def2-TZVPD
F 0.009 0.058 1.247
O -1.999 -0.943 0.661
N 2.335 0.451 -0.501
C -1.416 -0.067 -0.211
C 0.878 0.589 -1.011
C 0.032 -0.221 -0.223
H 0.194 -1.294 -0.451
H -1.868 -0.310 -1.321
H -1.757 1.087 -0.099
H 1.229 0.143 -2.055
H 3.134 0.796 -0.972
H 2.678 0.805 0.429
H -1.487 -0.805 1.419
H 0.480 1.637 -1.293
```

Its structure (SMILES) is NC[C@@H](F)CO. The HOMO energy comes out at -0.356 Eh. The charge is 0. For the lowest unoccupied orbital energy, the calculation gives 0.9 eV.



*ii*
2 unconnected molecules or ions with the total composition C3H8FNO, computed with ωB97M-V/def2-TZVPD.

Geometry as XYZ:
```
14
C3H8FNO ωB97M-V/def2-TZVPD
F 1.145 1.717 -1.160
O -1.349 -0.408 1.275
N 1.917 0.750 -0.512
C -1.304 0.786 1.783
C 1.770 -0.522 -1.221
C -1.838 -0.849 0.187
H 2.375 -1.270 -0.719
H 0.745 -0.779 -1.404
H 2.071 -0.454 -2.238
H -2.392 -0.347 -0.622
H -1.650 1.654 1.338
H -1.640 -1.866 0.037
H -1.176 0.828 2.879
H 1.326 0.760 0.377
```

The HOMO energy (spin up / spin down) comes out at -0.282 / -0.288 Eh. The charge is 0. For the lowest unoccupied orbital energy (spin up / spin down), the calculation gives 0.5 / 0.6 eV.



Short version: *ii* is the least stable of them.



*i*
2 unconnected molecules or ions with the total composition C3H9N2O3, computed with ωB97M-V/def2-TZVPD.

Geometry as XYZ:
```
17
C3H9N2O3 ωB97M-V/def2-TZVPD
O 1.096 -1.436 1.779
O 3.239 -0.815 0.415
O -2.616 1.349 -1.766
N 0.319 -0.020 -0.061
N -1.296 2.160 -0.163
C -1.548 1.222 -1.176
C 0.028 -1.019 1.084
C -0.682 -0.003 -1.127
H -0.559 -0.395 1.777
H -0.728 1.826 0.606
H -2.160 2.601 0.099
H 3.295 -1.773 0.291
H -0.193 -0.199 -2.085
H -0.539 -1.864 0.584
H 1.231 0.070 -0.474
H -1.333 -0.844 -0.846
H 2.447 -0.860 1.064
```

The HOMO energy comes out at -0.131 Eh. The charge is -1. For the lowest unoccupied orbital energy, the calculation gives 3.8 eV.



*ii*
2 unconnected molecules or ions with the total composition C3H9N2O3, computed with ωB97M-V/def2-TZVPD.

Geometry as XYZ:
```
17
C3H9N2O3 ωB97M-V/def2-TZVPD
O -2.197 -0.060 -1.537
O -1.323 1.310 0.035
O -0.400 2.933 -1.949
N -1.093 -0.920 0.244
N 2.001 -1.368 0.262
C 1.238 -0.284 0.908
C -0.160 -0.748 1.331
C -1.582 0.200 -0.489
H 1.774 0.063 1.779
H 1.121 0.566 0.235
H -0.547 -0.019 2.043
H -0.032 -1.713 1.806
H -1.123 -1.825 -0.189
H 1.382 -2.066 -0.127
H 2.534 -1.007 -0.515
H -0.971 2.594 -2.646
H -0.620 2.343 -1.192
```

The HOMO energy comes out at -0.173 Eh. The charge is -1. For the lowest unoccupied orbital energy, the calculation gives 4.0 eV.



Short version: *i* is the least stable of them.



*i*
C5H12S2Si in the gas phase, computed with ωB97M-V/def2-TZVPD.

Geometry as XYZ:
```
20
C5H12S2Si ωB97M-V/def2-TZVPD
S 2.125 2.046 -0.113
S 3.141 -1.296 -0.190
Si -0.399 0.443 -0.256
C -1.359 1.837 0.453
C 1.396 0.642 0.329
C -1.174 -1.209 0.409
C 2.003 -0.484 1.034
C -0.446 0.508 -2.233
H -2.443 1.674 0.307
H 0.474 0.003 -2.700
H 2.679 -0.082 1.801
H 2.175 -1.893 -0.917
H -1.340 0.089 -2.649
H -0.630 1.564 -2.467
H -0.928 -1.478 1.439
H -1.020 2.797 0.155
H -2.304 -1.206 0.258
H -1.299 1.944 1.579
H 1.096 -1.038 1.474
H -0.780 -2.013 -0.233
```

Its structure (SMILES) is C[Si](C)(C)C(=S)CS. The HOMO energy comes out at -0.309 Eh. The charge is 0. For the lowest unoccupied orbital energy, the calculation gives -0.6 eV.



*ii*
C5H12S2Si in the gas phase, computed with ωB97M-V/def2-TZVPD.

Geometry as XYZ:
```
20
C5H12S2Si ωB97M-V/def2-TZVPD
S -0.561 -1.951 2.098
S -2.567 0.927 -0.086
Si 0.555 -0.165 -0.216
C 0.655 1.693 -0.571
C -0.650 -0.551 1.172
C -0.209 -1.105 -1.773
C -1.658 0.438 1.462
C 2.253 -0.645 0.451
H -1.143 -0.765 -2.052
H -0.149 2.087 -1.083
H -0.444 -2.108 -1.357
H -3.317 -0.030 -0.295
H -1.297 1.471 1.840
H 2.981 -0.662 -0.406
H 1.516 1.961 -1.178
H 2.527 -1.603 0.796
H 0.802 2.158 0.337
H 2.649 -0.051 1.373
H 0.413 -1.254 -2.700
H -2.358 0.155 2.188
```

Its structure (SMILES) is C[Si](C)(C)C(=S)CS. The HOMO energy comes out at -0.317 Eh. The charge is 0. For the lowest unoccupied orbital energy, the calculation gives -0.7 eV.



Short version: *ii* is the least stable of them.



*i*
2 unconnected molecules or ions with the total composition C4H13N3O, computed with ωB97M-V/def2-TZVPD.

Geometry as XYZ:
```
21
C4H13N3O ωB97M-V/def2-TZVPD
O 2.282 2.052 1.562
N 0.234 1.666 0.737
N -1.984 -2.516 -0.484
N -0.113 0.121 -2.374
C -0.994 -1.003 -2.097
C -1.316 -1.167 -0.681
C 1.304 1.313 1.514
C 1.217 -0.006 2.280
H -0.618 0.973 -2.117
H -0.477 -1.916 -2.441
H -1.873 -0.902 -2.748
H -0.430 -1.216 -0.046
H 1.255 -0.899 1.576
H -0.239 0.910 0.267
H -1.985 -0.376 -0.248
H -2.097 -2.678 0.520
H 0.115 0.196 -3.379
H 0.239 -0.128 2.808
H 0.426 2.453 0.173
H -2.898 -2.478 -0.940
H 2.100 -0.052 2.831
```

Its structure (SMILES) is CC(N)=O.NCCN. The HOMO energy comes out at -0.355 Eh. The charge is 0. For the lowest unoccupied orbital energy, the calculation gives 0.8 eV.



*ii*
2 unconnected molecules or ions with the total composition C4H13N3O, computed with ωB97M-V/def2-TZVPD.

Geometry as XYZ:
```
21
C4H13N3O ωB97M-V/def2-TZVPD
O 1.093 -2.446 0.840
N -1.991 -1.395 0.760
N -2.225 0.963 0.135
N 2.335 1.454 -0.810
C 0.059 0.596 -1.111
C 1.489 0.249 -0.683
C -2.595 -0.207 0.526
C -0.816 1.188 0.013
H -0.501 -0.277 -1.489
H -2.442 -2.253 0.998
H 1.981 -2.143 0.574
H 0.987 -1.868 1.610
H -0.601 2.294 0.042
H 0.056 1.153 -2.073
H -3.681 -0.214 0.686
H 2.038 -0.602 -1.038
H 3.137 1.454 -0.198
H -1.050 -1.480 0.372
H 1.761 2.256 -0.617
H -0.348 1.064 1.030
H 1.315 0.212 0.435
```

Its structure (SMILES) is N/C=N\CCCN.O. The HOMO energy comes out at -0.330 Eh. The charge is 0. For the lowest unoccupied orbital energy, the calculation gives 0.6 eV.



Short version: *ii* is the least stable of them.



*i*
2 unconnected molecules or ions with the total composition C5H12O2S, computed with ωB97M-V/def2-TZVPD.

Geometry as XYZ:
```
20
C5H12O2S ωB97M-V/def2-TZVPD
S 0.559 -2.182 1.919
O -1.542 3.821 -0.917
O -2.231 1.765 -0.383
C 1.437 -1.557 -2.065
C -0.003 2.331 0.193
C 1.265 -1.304 -0.571
C -1.304 2.758 -0.419
C 1.025 -2.587 0.205
H 2.345 -2.126 -2.282
H 0.916 -3.351 2.463
H 2.146 -0.808 -0.160
H -0.142 1.474 0.841
H 0.234 -3.178 -0.252
H 0.706 2.084 -0.597
H 0.584 -2.107 -2.463
H 0.402 3.158 0.774
H 1.933 -3.187 0.226
H 0.428 -0.618 -0.420
H 1.515 -0.619 -2.611
H -3.024 2.131 -0.805
```

Its structure (SMILES) is CC(=O)O.CCCS. The HOMO energy comes out at -0.335 Eh. The charge is 0. For the lowest unoccupied orbital energy, the calculation gives 0.7 eV.



*ii*
2 unconnected molecules or ions with the total composition C5H12O2S, computed with ωB97M-V/def2-TZVPD.

Geometry as XYZ:
```
20
C5H12O2S ωB97M-V/def2-TZVPD
S -0.447 0.976 -0.296
O -1.221 1.887 0.547
O -3.164 -1.555 -0.119
C 0.842 2.175 -0.906
C 1.638 -1.026 0.470
C -3.587 -0.653 0.551
C 1.182 -1.559 -0.905
C 0.689 0.017 1.021
H 1.281 -0.807 -1.572
H 2.034 -2.341 -1.235
H 0.772 2.061 -1.957
H -2.921 0.159 1.043
H 1.539 -1.892 1.079
H -4.622 -0.502 0.927
H 1.006 0.888 1.536
H 0.439 3.101 -0.575
H 1.805 2.042 -0.448
H -0.106 -0.371 1.589
H 0.185 -1.862 -1.051
H 2.655 -0.736 0.299
```

The HOMO energy comes out at -0.326 Eh. The charge is 0. For the lowest unoccupied orbital energy, the calculation gives 0.8 eV.



Short version: *ii* is the least stable of them.



*i*
2 unconnected molecules or ions with the total composition C5H12Si, computed with ωB97M-V/def2-TZVPD.

Geometry as XYZ:
```
18
C5H12Si ωB97M-V/def2-TZVPD
Si -0.115 0.688 -2.260
C -1.006 -0.171 1.378
C 0.716 1.611 1.502
C 1.130 -0.630 -1.736
C -1.767 -1.362 0.979
C 0.208 0.204 1.651
H -1.173 0.056 -3.098
H -2.361 -1.627 1.820
H 0.869 -0.654 1.740
H 1.506 -1.248 -2.639
H 2.036 -0.264 -1.079
H -1.078 -2.183 0.955
H -0.018 2.196 -2.502
H 1.725 1.697 1.239
H -2.261 -1.328 -0.065
H 0.131 2.268 0.795
H 0.683 -1.342 -1.096
H 0.775 2.089 2.417
```

The HOMO energy (spin up / spin down) comes out at -0.290 / -0.249 Eh. The charge is 0. For the lowest unoccupied orbital energy (spin up / spin down), the calculation gives -0.1 / 0.3 eV.



*ii*
2 unconnected molecules or ions with the total composition C5H12Si, computed with ωB97M-V/def2-TZVPD.

Geometry as XYZ:
```
18
C5H12Si ωB97M-V/def2-TZVPD
Si 2.160 -0.943 -0.346
C -1.073 0.952 0.103
C 3.112 0.316 0.731
C -1.709 -1.498 -0.441
C -1.557 1.456 -0.934
C -1.054 -0.497 0.599
H -2.155 -0.910 -1.163
H -1.443 -0.586 1.687
H 4.265 0.321 0.293
H -1.000 -2.070 -0.894
H -0.780 1.585 0.897
H -2.393 -2.222 0.089
H 2.983 -0.031 1.745
H -1.964 0.778 -1.702
H 1.308 0.080 -1.121
H 2.772 1.450 0.760
H 0.057 -0.728 0.733
H -1.530 2.549 -1.036
```

The HOMO energy comes out at -0.303 Eh. The charge is 0. For the lowest unoccupied orbital energy, the calculation gives -0.4 eV.



Short version: *i* is the least stable of them.